{
  "formula": "C3H36NO17",
  "method": "the ωB97M-V functional and the def2-TZVPD basis",
  "homo_lumo_gap_ev": 8.9,
  "e_tot_ev": -39997.409,
  "e_above_lowest_ev": 0.000,
  "lumo_energy_ha": 0.078,
  "homo_ev": -6.8,
  "charge": -1,
  "fmax_ev_per_a": 1.75,
  "symbols": ["O", "C", "O", "C", "C", "N", "H", "H", "H", "H", "H", "H", "H", "H", "O", "H", "H", "O", "H", "H", "O", "H", "H", "O", "H", "H", "O", "H", "H", "O", "H", "H", "O", "H", "H", "O", "H", "H", "O", "H", "H", "O", "H", "H", "O", "H", "H", "O", "H", "H", "O", "H", "H", "O", "H", "H", "O"],
  "positions_angstrom": [[0.848, 0.761, -0.464], [0.992, -0.484, -0.411], [1.340, -1.130, 0.610], [0.709, -1.271, -1.713], [0.436, -0.416, -2.943], [-0.278, -2.398, -1.628], [1.595, -1.811, -2.053], [0.614, -1.031, -3.820], [-0.620, -0.167, -3.117], [1.129, 0.411, -3.024], [0.158, -3.163, -1.114], [-0.984, -2.075, -0.971], [-0.105, 4.211, -0.927], [-0.561, 3.821, -2.291], [0.086, 4.392, -1.858], [-0.400, 1.375, 1.705], [-0.379, 1.616, 0.260], [-0.929, 1.860, 1.051], [-4.054, 1.244, -0.156], [-2.864, 1.743, 0.717], [-3.776, 1.933, 0.451], [-1.310, 3.506, 1.072], [-1.054, 5.024, 1.325], [-1.721, 4.401, 1.024], [2.047, -2.803, 0.354], [1.824, -4.264, 0.666], [2.140, -3.691, -0.042], [-2.404, -0.939, 0.852], [-2.541, -0.945, -0.733], [-2.808, -1.365, 0.088], [2.014, 3.450, -2.518], [1.456, 2.262, -1.778], [2.018, 2.489, -2.533], [4.095, 0.049, -1.547], [3.835, 1.227, -2.450], [4.333, 0.397, -2.412], [-0.272, -2.588, -4.788], [-0.193, -3.177, -3.299], [-0.073, -3.363, -4.261], [-2.114, -4.132, 1.838], [-0.973, -3.678, 0.951], [-1.567, -4.421, 1.104], [1.287, 3.137, 1.246], [2.555, 2.333, 1.270], [2.155, 3.095, 0.826], [-1.200, 1.427, 4.552], [-1.782, 0.293, 3.497], [-1.048, 0.804, 3.847], [2.850, 0.034, 1.292], [4.306, -0.102, 1.790], [3.541, 0.476, 1.807], [-4.176, -0.224, 2.631], [-3.675, -1.710, 2.858], [-3.543, -0.788, 3.085], [-0.474, -2.157, 4.099], [0.112, -1.460, 2.824], [-0.599, -2.018, 3.159]],
  "forces_ev_per_a": [[0.1, -0.1, 0.0], [-0.5, -0.1, -0.7], [0.2, 0.1, 0.3], [0.4, -1.0, -1.2], [-0.6, -0.4, -0.5], [0.2, 0.9, 1.2], [0.6, 0.2, 0.7], [0.4, -0.2, 0.0], [0.1, 0.6, 0.6], [-0.3, 0.4, 0.1], [0.3, 0.1, -0.1], [-0.4, -0.4, -0.3], [0.1, 0.3, 0.0], [0.1, 0.1, -0.2], [-0.4, -0.1, 0.2], [-0.5, 0.2, 0.5], [-0.1, 0.0, 0.0], [0.6, -0.5, -0.3], [0.2, -0.2, 0.0], [0.1, 0.0, -0.1], [-0.3, 0.1, 0.2], [-0.3, 0.4, 0.2], [0.0, 0.0, 0.1], [0.3, -0.1, -0.2], [-0.2, 0.3, -0.3], [0.1, -0.2, -0.1], [0.0, -0.2, 0.4], [0.2, 0.3, -0.2], [0.2, 0.4, 0.2], [-0.5, -0.5, 0.1], [-0.1, 0.0, 0.0], [0.2, -0.3, 0.1], [0.3, -0.1, -0.2], [0.0, 0.0, 0.0], [-0.2, 0.1, -0.1], [0.0, 0.1, 0.2], [-0.1, 0.1, 0.4], [-0.3, 0.6, -0.7], [0.2, -0.9, -0.1], [0.1, 0.1, 0.0], [0.0, 0.1, 0.1], [0.1, -0.2, -0.1], [0.0, 0.0, -0.1], [0.3, -0.1, -0.2], [-0.1, 0.2, 0.4], [-0.9, -0.1, 0.0], [-0.7, 0.2, 0.7], [1.6, -0.1, -0.6], [-0.3, -0.4, 0.0], [0.0, 0.0, -0.1], [0.0, 0.3, 0.1], [-0.1, -0.3, -0.2], [-0.2, 0.1, -0.3], [0.5, 0.5, 0.4], [0.3, 0.3, 0.0], [0.1, 0.0, 0.1], [-0.4, -0.4, -0.5]],
  "mulliken_charge": [-0.501, 0.223, -0.670, 0.611, -1.391, -0.573, 0.302, 0.332, 0.220, 0.298, 0.441, -0.038, 0.312, 0.322, -0.659, 0.236, 0.474, -0.682, 0.319, 0.333, -0.639, 0.395, 0.313, -0.657, 0.375, 0.290, -0.671, 0.335, 0.288, -0.666, 0.326, 0.288, -0.675, 0.311, 0.343, -0.663, 0.313, 0.407, -0.705, 0.303, 0.313, -0.624, 0.296, 0.296, -0.627, 0.245, 0.367, -0.607, 0.330, 0.273, -0.722, 0.321, 0.288, -0.646, 0.238, 0.250, -0.513]
}